# 1
{
  "formula": "C20H29Cl2N3O4",
  "method": "ωB97M-V with the def2-TZVPD basis set",
  "symbols": ["C", "C", "O", "N", "H", "C", "C", "O", "N", "H", "C", "C", "O", "O", "H", "H", "C", "C", "H", "H", "H", "C", "H", "H", "H", "H", "H", "C", "C", "C", "C", "C", "C", "C", "H", "H", "N", "C", "H", "H", "C", "H", "H", "Cl", "C", "H", "H", "C", "H", "H", "Cl", "H", "H", "H", "H", "H", "H", "H"],
  "xyz": [[-6.394, -1.665, -0.049], [-4.811, -1.783, 0.165], [-4.324, -2.518, 0.879], [-4.160, -0.881, -0.497], [-4.604, -0.318, -1.213], [-2.842, -0.828, -0.257], [-2.501, 0.601, -0.305], [-3.083, 1.494, -1.302], [-1.376, 1.136, 0.122], [-0.726, 0.383, 0.704], [-0.750, 2.595, 0.041], [0.700, 2.271, -0.191], [1.409, 1.122, 0.398], [1.419, 3.132, -0.847], [2.356, 2.863, -1.080], [-1.144, 2.799, -0.781], [-0.935, 3.219, 1.240], [-2.454, 3.806, 1.208], [-2.993, 3.124, 1.148], [-2.647, 4.411, 0.303], [-2.663, 4.547, 1.851], [-0.790, 2.830, 2.693], [0.322, 2.420, 2.612], [-1.454, 1.996, 2.919], [-0.744, 3.648, 3.086], [-0.222, 4.263, 1.033], [-2.509, -1.311, 0.679], [-2.016, -1.400, -1.430], [-0.646, -1.609, -1.095], [0.300, -0.745, -1.829], [1.647, -0.621, -1.782], [2.215, -1.666, -0.986], [1.428, -2.449, -0.119], [0.007, -2.580, -0.335], [-0.624, -3.193, 0.263], [1.829, -2.984, 0.620], [3.659, -1.716, -0.938], [4.288, -2.699, 0.302], [5.184, -2.991, -0.470], [3.527, -3.464, 0.210], [4.796, -2.337, 1.596], [4.948, -3.033, 2.251], [5.387, -1.534, 1.411], [3.301, -1.693, 2.373], [4.349, -0.558, -1.275], [4.343, -0.412, -2.241], [5.577, -1.064, -1.180], [4.438, 0.461, -0.252], [3.351, 0.699, 0.080], [4.953, 0.728, 0.520], [4.449, 2.175, -1.271], [2.245, 0.013, -2.355], [0.025, 0.066, -2.693], [-2.241, -1.223, -2.274], [-2.325, -2.650, -1.230], [-6.576, -1.719, -0.987], [-6.834, -0.741, 0.075], [-7.063, -2.416, 0.483]],
  "forces_ev_per_angstrom": [[1.61, -2.31, 5.49], [-8.01, 3.22, -2.81], [3.34, -5.97, 5.44], [-2.52, 1.02, -1.93], [0.48, 0.29, 0.33], [4.01, 1.87, -0.59], [-0.34, 7.97, -6.54], [1.23, -4.70, 4.79], [3.02, -3.57, 4.11], [-1.71, 2.84, -1.75], [3.81, -9.83, 2.70], [6.37, -6.47, 3.18], [-4.78, 6.87, -3.11], [-0.69, 0.17, -0.57], [-0.64, -0.34, 0.79], [-3.67, 3.62, -6.91], [-3.05, 9.37, 2.83], [10.31, 9.07, -3.27], [-9.09, -10.99, -0.29], [0.44, -0.60, -0.36], [-0.52, 1.87, 3.44], [4.27, -10.91, -7.06], [-1.94, 0.30, 1.27], [-0.09, 0.58, 0.62], [-0.26, 8.62, 5.60], [-1.71, -2.51, 0.93], [-0.51, 0.22, -0.49], [0.52, -9.04, 13.20], [5.74, 1.73, -2.60], [-2.10, 2.92, -2.65], [-0.40, -4.64, 2.13], [1.51, 1.23, 1.53], [-2.91, 1.47, -4.25], [0.80, 2.65, 0.27], [-0.07, -0.87, 0.54], [1.45, -2.10, 2.43], [-2.15, -2.64, 3.88], [1.13, -1.29, -8.27], [-1.64, 0.05, 2.32], [0.47, -0.37, 0.55], [-4.62, 3.76, -2.58], [2.32, -4.31, 3.01], [2.59, 2.05, 0.60], [-0.57, 1.07, 1.12], [7.42, -4.63, 5.17], [-0.53, 1.94, -4.85], [-2.71, 1.31, -0.80], [-8.29, 3.94, -4.66], [1.44, -0.93, -0.04], [4.34, 0.39, 4.19], [0.40, -0.75, 0.54], [0.47, 1.01, -0.85], [-0.92, -1.97, 2.30], [-3.04, 3.21, -11.15], [-0.09, 3.16, -1.07], [-1.00, -1.33, -6.75], [-0.32, 2.51, 1.39], [1.40, 0.75, -0.50]],
  "relative_energy_kj_mol": 1837.1,
  "spin_multiplicity": 1,
  "total_charge": 0,
  "smiles": "CC(=O)N[C@@H](Cc1ccc(N(CCCl)CCCl)cc1)C(=O)N[C@H](C(=O)O)C(C)C"
}

# 2
{
  "formula": "C20H29FO4",
  "method": "ωB97M-V with the def2-TZVPD basis set",
  "symbols": ["C", "C", "C", "C", "C", "C", "C", "C", "C", "O", "C", "C", "C", "O", "C", "C", "C", "C", "F", "C", "C", "C", "O", "O", "C", "H", "H", "H", "H", "H", "H", "H", "H", "H", "H", "H", "H", "H", "H", "H", "H", "H", "H", "H", "H", "H", "H", "H", "H", "H", "H", "H", "H", "H"],
  "xyz": [[4.872, -2.543, -1.688], [3.380, -2.446, -1.843], [2.661, -3.439, -2.488], [1.285, -3.316, -2.658], [0.580, -2.220, -2.187], [-0.921, -2.073, -2.325], [-1.614, -2.114, -0.952], [-1.547, -3.104, -3.262], [1.318, -1.219, -1.548], [0.607, -0.133, -1.141], [1.199, 0.758, -0.212], [0.081, 1.605, 0.356], [-0.282, 2.867, -0.394], [-1.207, 3.534, 0.475], [-1.009, 3.097, 1.833], [-2.292, 2.527, 2.443], [-3.132, 1.498, 1.673], [-3.724, 1.955, 0.347], [-2.971, 1.472, -0.731], [0.225, 2.174, 1.765], [0.438, 1.158, 2.870], [0.805, 1.796, 4.187], [0.627, 2.947, 4.490], [1.366, 0.896, 5.027], [2.691, -1.328, -1.376], [5.372, -2.155, -2.577], [5.230, -1.985, -0.826], [5.179, -3.583, -1.578], [3.163, -4.320, -2.869], [0.745, -4.102, -3.165], [-1.115, -1.087, -2.756], [-2.660, -2.404, -1.059], [-1.591, -1.143, -0.462], [-1.136, -2.840, -0.292], [-1.117, -3.049, -4.261], [-1.450, -4.116, -2.868], [-2.612, -2.888, -3.356], [1.711, 0.196, 0.572], [1.943, 1.378, -0.725], [-0.824, 0.998, 0.295], [-0.773, 2.683, -1.347], [0.586, 3.519, -0.552], [-0.767, 3.983, 2.421], [-2.006, 2.070, 3.394], [-2.943, 3.363, 2.703], [-3.969, 1.225, 2.319], [-2.588, 0.568, 1.497], [-3.749, 3.040, 0.263], [-4.733, 1.562, 0.213], [1.068, 2.873, 1.739], [-0.460, 0.561, 3.038], [1.254, 0.485, 2.611], [1.551, 1.367, 5.854], [3.251, -0.543, -0.886]],
  "forces_ev_per_angstrom": [[-0.02, -0.11, -0.12], [-0.06, -0.03, -0.01], [-0.14, 0.01, -0.03], [0.02, 0.05, 0.10], [-0.01, -0.07, -0.14], [-0.11, -0.04, -0.03], [-0.06, 0.01, 0.09], [-0.07, 0.24, 0.07], [0.24, 0.10, -0.03], [-0.13, 0.04, 0.12], [0.13, 0.35, -0.12], [-0.35, -0.20, -0.17], [-0.20, 0.36, 0.10], [-0.05, -0.18, -0.02], [-0.02, 0.17, -0.08], [0.04, -0.26, -0.07], [0.02, 0.12, 0.00], [-0.01, -0.04, -0.02], [0.01, 0.04, 0.04], [-0.02, 0.24, -0.21], [0.05, 0.36, 0.04], [-0.12, 0.03, 0.01], [0.08, -0.22, -0.02], [-0.07, 0.15, -0.02], [0.02, -0.04, 0.01], [0.04, 0.05, 0.02], [0.00, 0.04, 0.04], [0.03, -0.02, 0.04], [0.07, -0.01, 0.02], [0.02, -0.07, -0.04], [0.02, 0.04, 0.01], [-0.04, 0.03, -0.03], [0.07, -0.02, 0.00], [0.01, -0.07, -0.01], [0.09, -0.13, -0.02], [0.04, -0.08, -0.05], [-0.03, -0.04, 0.00], [0.00, -0.09, 0.02], [0.09, 0.02, 0.08], [0.06, -0.23, 0.23], [-0.06, -0.01, -0.02], [0.12, -0.10, -0.06], [0.09, -0.03, 0.07], [-0.08, 0.13, 0.13], [-0.01, 0.09, -0.05], [0.02, 0.00, 0.07], [0.04, -0.04, -0.04], [0.04, 0.05, 0.00], [0.03, -0.06, -0.03], [0.22, -0.18, 0.16], [0.04, -0.18, -0.03], [-0.09, -0.19, 0.00], [0.00, -0.01, 0.01], [-0.03, 0.04, 0.00]],
  "relative_energy_kj_mol": 0.0,
  "spin_multiplicity": 1,
  "total_charge": 0,
  "smiles": "Cc1ccc(C(C)C)c(OC[C@@H]2CO[C@@H](CCCF)[C@H]2CC(=O)O)c1"
}

# 3
{
  "formula": "C20H29GeN3OY",
  "method": "ωB97M-V with the def2-TZVPD basis set",
  "symbols": ["Y", "O", "C", "N", "C", "C", "C", "C", "C", "C", "N", "C", "C", "C", "C", "C", "N", "H", "H", "H", "H", "H", "H", "H", "H", "H", "H", "C", "C", "C", "C", "Ge", "C", "C", "C", "C", "H", "H", "H", "H", "H", "H", "H", "H", "H", "H", "H", "H", "H", "H", "H", "H", "H", "H", "H"],
  "xyz": [[-2.318, 1.277, -0.614], [0.685, -0.636, 1.732], [-0.241, -0.357, 0.957], [-1.110, 0.656, 1.065], [-1.100, 1.423, 2.314], [-2.293, 2.341, 2.357], [-2.657, 3.023, 3.501], [-3.741, 3.887, 3.459], [-4.444, 4.057, 2.269], [-4.036, 3.349, 1.167], [-2.979, 2.497, 1.197], [-0.462, -1.240, -0.241], [0.241, -2.402, -0.435], [-0.047, -3.176, -1.562], [-1.016, -2.745, -2.451], [-1.674, -1.555, -2.193], [-1.414, -0.810, -1.104], [-0.189, 2.030, 2.381], [-1.097, 0.757, 3.180], [-2.098, 2.881, 4.417], [-4.039, 4.428, 4.348], [-5.290, 4.726, 2.203], [-4.560, 3.458, 0.220], [0.989, -2.703, 0.285], [0.483, -4.104, -1.735], [-1.268, -3.317, -3.333], [-2.437, -1.199, -2.879], [6.716, -1.787, 2.312], [5.955, -1.653, 3.624], [4.785, -0.671, 3.559], [3.622, -1.197, 2.688], [2.412, 0.268, 2.442], [2.616, 1.566, 1.022], [4.007, 2.233, 1.028], [5.099, 1.323, 0.476], [6.478, 1.964, 0.570], [7.546, -2.482, 2.419], [7.133, -0.826, 2.002], [6.088, -2.165, 1.501], [6.637, -1.310, 4.404], [5.582, -2.627, 3.950], [5.155, 0.290, 3.179], [4.408, -0.482, 4.568], [3.114, -2.021, 3.192], [3.971, -1.550, 1.717], [1.801, 0.835, 3.727], [1.830, 2.317, 1.145], [2.462, 1.053, 0.066], [4.270, 2.559, 2.039], [3.949, 3.145, 0.429], [4.868, 1.085, -0.567], [5.107, 0.369, 1.016], [6.507, 2.915, 0.036], [7.241, 1.319, 0.139], [6.751, 2.157, 1.609]],
  "forces_ev_per_angstrom": [[-0.13, -0.13, 0.05], [0.10, 0.13, 0.18], [0.08, -0.37, -0.51], [0.05, 0.23, 0.07], [0.09, 0.24, 0.06], [0.00, -0.03, -0.07], [0.00, 0.01, -0.02], [0.01, -0.01, 0.02], [-0.02, 0.01, -0.02], [0.03, -0.02, 0.00], [0.03, -0.01, 0.09], [-0.06, 0.14, 0.15], [0.03, -0.02, 0.00], [0.03, -0.01, 0.03], [0.00, -0.01, -0.02], [-0.01, -0.02, -0.01], [-0.05, 0.03, -0.11], [-0.04, -0.02, 0.06], [-0.03, -0.05, -0.03], [0.00, -0.01, 0.00], [0.00, 0.00, 0.00], [0.00, -0.01, 0.00], [-0.01, -0.01, 0.00], [0.00, 0.00, 0.00], [0.00, 0.00, 0.00], [0.00, 0.00, 0.00], [0.00, 0.01, 0.01], [0.00, 0.02, -0.02], [0.02, -0.07, 0.02], [-0.06, 0.07, 0.07], [0.01, -0.09, -0.01], [-0.07, -0.08, 0.19], [-0.05, 0.04, -0.10], [-0.06, -0.05, 0.06], [0.05, 0.01, -0.05], [0.00, -0.03, -0.01], [0.00, 0.00, 0.01], [0.00, 0.00, -0.01], [0.01, 0.00, 0.00], [0.00, 0.00, 0.00], [0.01, 0.00, 0.00], [0.01, -0.03, 0.02], [0.01, 0.00, -0.01], [-0.01, 0.00, -0.01], [0.00, 0.02, 0.00], [0.00, 0.02, -0.01], [-0.01, 0.00, -0.03], [0.00, 0.04, -0.01], [0.00, 0.02, 0.02], [0.05, -0.01, 0.00], [0.00, 0.00, 0.01], [0.00, 0.05, -0.07], [0.00, 0.00, 0.00], [0.00, 0.00, 0.00], [0.01, 0.01, 0.01]],
  "relative_energy_kj_mol": 0.0,
  "spin_multiplicity": 1,
  "total_charge": 3
}

# 4
{
  "formula": "C20H29N5OS6Zr",
  "method": "ωB97M-V with the def2-TZVPD basis set",
  "symbols": ["Zr", "C", "C", "S", "C", "C", "S", "C", "C", "S", "C", "C", "S", "H", "H", "H", "H", "H", "H", "H", "H", "H", "H", "H", "H", "H", "H", "H", "H", "N", "C", "S", "N", "N", "C", "C", "C", "C", "C", "C", "C", "O", "H", "H", "H", "H", "H", "H", "H", "C", "N", "C", "C", "N", "C", "S", "H", "H", "H", "H", "H", "H"],
  "xyz": [[-0.211, -0.312, -0.950], [-1.583, -3.394, 0.780], [-0.119, -3.675, 1.054], [0.949, -2.759, -0.092], [2.437, -2.535, 0.908], [3.378, -1.600, 0.166], [2.655, -0.033, -0.386], [2.789, 1.037, 1.064], [1.884, 0.702, 2.234], [0.137, 0.598, 1.740], [-0.439, -0.671, 2.896], [-1.842, -1.129, 2.527], [-2.085, -1.658, 0.812], [-2.207, -3.942, 1.488], [-1.864, -3.726, -0.221], [0.077, -4.740, 0.923], [0.157, -3.409, 2.073], [2.917, -3.505, 1.042], [2.163, -2.153, 1.890], [3.735, -2.078, -0.747], [4.259, -1.380, 0.770], [2.571, 2.031, 0.677], [3.831, 1.037, 1.388], [1.971, 1.478, 2.994], [2.162, -0.244, 2.696], [-0.458, -0.237, 3.896], [0.270, -1.498, 2.900], [-2.555, -0.315, 2.665], [-2.160, -1.943, 3.180], [2.258, 3.180, -2.803], [1.550, 2.068, -2.528], [0.382, 2.183, -1.229], [1.758, 1.007, -3.235], [0.985, -0.098, -2.883], [1.207, -1.076, -3.721], [0.520, -2.321, -3.851], [0.908, -3.210, -4.871], [0.184, -4.354, -5.109], [-0.957, -4.618, -4.345], [-1.362, -3.761, -3.341], [-0.610, -2.618, -3.077], [-0.945, -1.787, -2.095], [2.109, 4.030, -2.294], [2.929, 3.163, -3.553], [1.979, -0.874, -4.460], [1.777, -2.976, -5.474], [0.483, -5.038, -5.890], [-1.539, -5.507, -4.549], [-2.256, -3.957, -2.763], [-2.318, 1.070, -4.123], [-2.510, 2.205, -3.228], [-2.613, 3.519, -3.647], [-2.806, 4.278, -2.549], [-2.811, 3.412, -1.479], [-2.614, 2.153, -1.894], [-2.611, 0.765, -0.862], [-3.029, 1.143, -4.942], [-2.498, 0.152, -3.570], [-1.300, 1.077, -4.511], [-2.555, 3.787, -4.687], [-2.950, 5.337, -2.437], [-2.921, 3.658, -0.508]],
  "forces_ev_per_angstrom": [[0.17, -0.24, 0.10], [-0.02, -0.01, 0.00], [-0.02, -0.01, -0.01], [0.04, 0.07, -0.03], [0.01, 0.00, 0.00], [0.07, -0.02, 0.01], [-0.07, 0.00, 0.05], [0.03, 0.04, 0.01], [0.02, 0.01, 0.01], [-0.11, 0.04, -0.08], [-0.08, -0.05, 0.01], [0.02, -0.01, 0.02], [0.08, -0.08, -0.09], [0.00, 0.02, 0.01], [0.01, 0.02, 0.00], [0.01, 0.00, -0.02], [0.01, 0.01, 0.00], [-0.02, -0.01, -0.01], [-0.01, 0.01, -0.01], [-0.02, 0.01, -0.01], [-0.01, 0.02, 0.01], [-0.01, -0.01, 0.00], [0.00, -0.03, -0.01], [-0.02, 0.01, -0.01], [-0.01, -0.01, -0.01], [0.02, 0.01, 0.00], [0.01, 0.00, -0.03], [0.00, 0.01, -0.02], [0.00, 0.00, 0.00], [0.06, -0.02, 0.00], [0.03, -0.08, -0.08], [-0.15, -0.06, 0.08], [0.00, 0.04, 0.11], [0.09, -0.28, -0.27], [0.02, 0.16, -0.09], [-0.08, -0.07, 0.02], [0.00, 0.04, 0.04], [-0.01, -0.03, -0.01], [-0.01, -0.02, -0.01], [0.04, -0.01, 0.01], [0.03, -0.02, -0.01], [-0.10, 0.41, 0.31], [-0.02, 0.01, 0.00], [-0.01, 0.00, 0.00], [-0.02, 0.02, -0.01], [0.00, 0.01, 0.00], [0.00, 0.00, 0.00], [0.00, 0.00, 0.00], [0.00, 0.01, 0.00], [0.02, -0.03, 0.02], [-0.02, 0.00, 0.06], [-0.01, -0.04, -0.02], [0.00, 0.02, 0.03], [0.02, -0.02, 0.00], [-0.04, 0.07, 0.01], [0.07, 0.03, -0.06], [0.02, 0.00, -0.01], [0.00, 0.00, 0.01], [0.01, -0.01, 0.00], [-0.01, 0.01, 0.00], [0.00, 0.00, -0.01], [-0.01, 0.01, 0.00]],
  "spin_multiplicity": 1,
  "total_charge": 2
}

LUMO
In order: 0.45; 0.55; -11.35; -5.75
Unit: eV
Max |F|
In order: 16.00; 0.43; 0.64; 0.53
Unit: eV/Å
HOMO energy
In order: -0.288; -0.303; -0.643; -0.485
Unit: Eh